*w*
Entry from the Open Molecules 2025 dataset: a 2-piece molecular cluster, BH4NO overall (wB97M-V/def2-TZVPD).

Summary:
Frontier orbital gap   9.43 eV
LUMO   0.013 Ha

Geometry as ORCA input:
```
! wB97M-V def2-TZVPD RIJCOSX def2/J DEFGRID3
* xyz 0 1
B -0.41352 -0.62146 -0.19934
N 1.59127 0.16812 0.23603
O -1.23296 0.21817 0.44131
H -0.69770 -1.56190 -0.91063
H 1.08980 0.75225 0.82609
H 1.76275 0.80882 -0.56952
H -2.09963 0.23599 0.17606
*
```

Computed natural (NBO) charges, given in elementary charges: atom 1 (B): 0.8927, atom 2 (N): -1.0438, atom 3 (O): -0.8961, atom 4 (H): -0.1036, atom 5 (H): 0.3183, atom 6 (H): 0.3322, atom 7 (H): 0.5002

*x*
Entry from the Open Molecules 2025 dataset: a 2-piece molecular cluster, BH4NO overall (wB97M-V/def2-TZVPD).

Summary:
Frontier orbital gap (alpha / beta)   8.87 / 7.79 eV
LUMO (alpha / beta)   0.007 / 0.001 Ha

Geometry as ORCA input:
```
! wB97M-V def2-TZVPD RIJCOSX def2/J DEFGRID3
* xyz 0 1
B -1.31381 -0.18577 -0.00289
N 1.35761 0.13827 -0.24632
O -1.37137 -1.38607 0.47034
H -2.23449 0.45648 -0.43558
H 1.43772 0.91007 0.30693
H 1.62550 0.27078 -1.22447
H -0.48448 -1.92296 0.38200
*
```

Computed natural (NBO) charges, given in elementary charges: atom 1 (B): 0.9003, atom 2 (N): -1.0915, atom 3 (O): -0.9227, atom 4 (H): -0.0966, atom 5 (H): 0.3159, atom 6 (H): 0.3310, atom 7 (H): 0.5636

Tell me which of them is the least stable. Sure, it is *x*.

*w*
Entry from the Open Molecules 2025 dataset: a 3-piece molecular cluster, C2H2FNO overall (wB97M-V/def2-TZVPD).

Summary:
Frontier orbital gap (alpha / beta)   9.91 / 8.52 eV
LUMO (alpha / beta)   -0.013 / -0.015 Ha

Geometry as ORCA input:
```
! wB97M-V def2-TZVPD RIJCOSX def2/J DEFGRID3
* xyz 0 1
C 0.38998 -1.36408 -0.08496
C -0.52194 2.08949 1.11317
N -0.25322 -0.50457 0.29430
O 0.50335 2.26765 1.57162
F 1.95855 2.23797 0.55396
H 0.97318 -2.16504 -0.45664
H -1.07950 1.87888 0.22078
*
```

Computed natural (NBO) charges, given in elementary charges: atom 1 (C): 0.1411, atom 2 (C): 0.4869, atom 3 (N): -0.3688, atom 4 (O): -0.1696, atom 5 (F): -0.5566, atom 6 (H): 0.2363, atom 7 (H): 0.2307

*x*
Entry from the Open Molecules 2025 dataset: a 2-piece molecular cluster, C2H2FNO overall (wB97M-V/def2-TZVPD).

Summary:
Frontier orbital gap   8.92 eV
LUMO   -0.013 Ha

Geometry as ORCA input:
```
! wB97M-V def2-TZVPD RIJCOSX def2/J DEFGRID3
* xyz 0 1
C -0.04541 1.18442 -0.60790
C 0.05803 -0.13989 -0.30472
N 0.18096 0.91388 0.62538
O -2.15378 -0.47612 -0.21591
F -2.33310 0.87406 0.03453
H -0.55319 1.98571 -1.12716
H 0.51581 -1.17253 -0.31401
*
```

Computed natural (NBO) charges, given in elementary charges: atom 1 (C): 0.1094, atom 2 (C): 0.1233, atom 3 (N): -0.1989, atom 4 (O): -0.3435, atom 5 (F): -0.2289, atom 6 (H): 0.2652, atom 7 (H): 0.2733

Tell me which of them is the least stable. Sure, it is *x*.